Molecular formula: C12H30BeN12O8
Method: DFT, ωB97M-V/def2-TZVPD

Geometry as ORCA input:
```
! wB97M-V def2-TZVPD RIJCOSX def2/J DEFGRID3
* xyz 2 1
Be -0.562 0.148 -0.987
C -0.661 -2.848 1.478
O -0.648 -1.719 0.974
N 0.358 -3.739 1.340
N -1.793 -3.374 1.993
H 0.207 -4.714 1.519
H 1.192 -3.337 0.942
H -2.567 -2.731 1.955
H -1.718 -4.192 2.573
C 2.791 -0.921 -0.457
O 1.788 -0.404 -0.941
N 4.062 -0.925 -0.953
N 2.702 -1.494 0.767
H 4.408 -0.436 -1.761
H 4.662 -1.683 -0.675
H 3.567 -1.718 1.230
H 1.920 -1.142 1.307
C 0.853 1.745 1.984
O 0.496 0.888 1.151
N -0.057 2.282 2.813
N 2.109 2.158 2.157
H -1.015 1.981 2.807
H 0.108 3.183 3.231
H 2.809 1.677 1.616
H 2.417 2.799 2.864
C -3.639 -1.714 -1.488
O -2.994 -0.685 -1.206
N -4.787 -1.717 -2.154
N -3.247 -2.905 -0.953
H -5.315 -0.869 -2.269
H -5.187 -2.570 -2.505
H -2.441 -2.889 -0.356
H -3.895 -3.660 -1.097
C -2.988 0.969 1.415
O -2.275 1.302 0.465
N -4.084 1.659 1.766
N -2.623 0.017 2.313
H -4.362 2.465 1.234
H -4.567 1.482 2.628
H -1.711 -0.406 2.210
H -3.281 -0.445 2.915
C 0.071 -3.036 -2.277
O -0.325 -1.909 -1.959
N 1.307 -3.223 -2.772
N -0.753 -4.114 -2.395
H 1.978 -2.482 -2.656
H 1.613 -4.155 -2.990
H -1.751 -4.019 -2.396
H -0.251 -4.983 -2.417
C 1.836 2.749 -1.643
C 3.077 3.331 -1.619
C 3.293 4.431 -0.812
C 2.268 5.098 -0.108
C 0.987 4.587 -0.305
C 0.796 3.369 -0.945
O -0.455 2.836 -1.002
O 4.565 4.932 -0.713
H 1.626 1.859 -2.222
H 3.932 2.825 -2.046
H 2.424 6.051 0.375
H 0.211 5.193 0.148
H -1.228 3.372 -0.811
H 4.746 5.768 -0.281
*
```

Output
**Gap between HOMO and LUMO**: 5.66 eV
**Energy**: -1748.705595 hartree
**LUMO level**: -0.2471 Ha

---

Molecular formula: C12H30ClN2O4
Method: DFT, ωB97M-V/def2-TZVPD

Geometry as ORCA input:
```
! wB97M-V def2-TZVPD RIJCOSX def2/J DEFGRID3
* xyz -1 1
Cl -24.835 16.658 -11.123
C -20.315 18.274 -9.013
O -21.170 19.339 -8.920
C -20.988 20.270 -7.815
C -21.723 21.586 -8.210
N -21.354 22.245 -9.452
C -22.066 23.519 -9.644
C -23.620 23.373 -10.027
O -23.661 22.399 -11.040
C -24.895 21.787 -11.077
H -20.363 17.657 -8.115
H -19.292 18.645 -9.076
H -20.551 17.692 -9.904
H -19.956 20.611 -7.731
H -21.191 19.881 -6.817
H -21.320 22.322 -7.515
H -22.807 21.503 -8.123
H -20.396 22.564 -9.420
H -21.666 23.995 -10.539
H -21.973 24.226 -8.820
H -24.151 24.230 -10.441
H -24.081 22.974 -9.124
H -24.968 21.008 -10.317
H -24.884 21.088 -11.913
H -25.693 22.516 -10.941
C -28.838 10.410 -7.801
O -29.468 11.131 -8.894
C -28.466 11.620 -9.726
C -28.907 12.000 -11.214
N -29.789 11.005 -11.831
C -29.023 9.890 -12.354
C -29.760 8.648 -12.831
O -30.673 7.922 -11.953
C -29.972 7.424 -10.822
H -28.426 11.057 -7.026
H -28.082 9.651 -8.001
H -29.694 9.922 -7.336
H -27.735 10.838 -9.930
H -27.942 12.379 -9.145
H -28.000 12.215 -11.781
H -29.402 12.967 -11.126
H -30.206 10.722 -10.956
H -28.313 9.430 -11.667
H -28.404 10.082 -13.230
H -29.079 7.919 -13.272
H -30.262 8.869 -13.773
H -29.514 8.172 -10.176
H -29.209 6.674 -11.033
H -30.689 6.918 -10.175
*
```

Output
**Gap between HOMO and LUMO**: 5.89 eV
**Energy**: -1345.751123 hartree
**LUMO level**: 0.0889 Ha

---

Molecular formula: C12H30CrF6N2O4P
Method: DFT, ωB97M-V/def2-TZVPD

Geometry as ORCA input:
```
! wB97M-V def2-TZVPD RIJCOSX def2/J DEFGRID3
* xyz 2 6
Cr -0.390 0.019 0.008
P -1.675 -2.594 1.088
F -0.254 -2.297 0.361
F -1.125 -2.066 2.545
F -1.982 -1.083 0.715
F -3.206 -2.829 1.636
F -2.271 -3.013 -0.370
F -1.242 -4.110 1.513
C -0.775 0.877 3.270
O -1.092 1.017 1.873
C -1.919 2.129 1.662
C -2.790 1.821 0.423
N -1.937 1.389 -0.699
C -2.807 0.746 -1.715
C -1.951 0.009 -2.758
O -0.834 -0.688 -2.073
C -0.494 -1.819 -2.855
H -0.414 1.816 3.690
H -0.118 0.045 3.525
H -1.666 0.557 3.810
H -1.243 2.982 1.620
H -2.620 2.251 2.488
H -3.187 2.803 0.166
H -3.684 1.278 0.728
H -1.572 2.218 -1.146
H -3.510 1.371 -2.265
H -3.494 -0.019 -1.352
H -1.587 0.747 -3.473
H -2.392 -0.705 -3.454
H -1.299 -2.553 -2.860
H 0.366 -2.418 -2.557
H -0.183 -1.401 -3.813
C 2.639 -2.292 -0.551
O 1.936 -1.122 -0.798
C 2.616 -0.202 -1.607
C 1.734 1.043 -1.944
N 0.977 1.513 -0.756
C 1.826 2.188 0.252
C 2.530 1.291 1.243
O 1.530 0.293 1.719
C 2.135 -0.815 2.514
H 3.587 -1.950 -0.136
H 2.662 -2.847 -1.489
H 2.093 -2.881 0.186
H 2.939 -0.634 -2.554
H 3.531 0.113 -1.104
H 1.025 0.762 -2.723
H 2.297 1.851 -2.412
H 0.356 2.237 -1.090
H 1.239 2.918 0.809
H 2.610 2.705 -0.300
H 2.910 1.933 2.037
H 3.374 0.752 0.812
H 2.776 -0.481 3.331
H 2.746 -1.492 1.918
H 1.280 -1.361 2.913
*
```

Output
**Gap between HOMO and LUMO (spin up / spin down)**: 8.97 / 4.29 eV
**Energy**: -2870.177885 hartree
**LUMO level (spin up / spin down)**: -0.2102 / -0.4581 Ha

---

Molecular formula: C12H30FN2O2Si
Method: DFT, ωB97M-V/def2-TZVPD

Geometry as ORCA input:
```
! wB97M-V def2-TZVPD RIJCOSX def2/J DEFGRID3
* xyz 1 1
C 1.158 -2.496 2.828
C 1.290 -1.484 1.722
O 1.873 -1.742 0.695
N 0.756 -0.183 1.903
C 1.852 0.779 2.110
C -0.294 -0.046 2.923
C -1.295 1.037 2.522
C -2.631 0.941 3.261
C -3.396 -0.376 3.033
Si -3.719 -0.845 1.252
F -5.298 -1.020 1.029
H 1.238 -2.034 3.813
H 0.190 -3.002 2.770
H 1.942 -3.239 2.694
H 2.445 0.530 3.000
H 2.514 0.777 1.245
H 1.429 1.775 2.242
H 0.137 0.211 3.902
H -0.798 -1.006 3.031
H -0.858 2.020 2.725
H -1.448 0.986 1.439
H -2.450 1.070 4.334
H -3.261 1.783 2.961
H -2.882 -1.205 3.530
H -4.378 -0.310 3.515
H -3.261 0.187 0.294
H -3.063 -2.123 0.895
C -0.196 1.392 -3.309
N 0.812 0.534 -2.614
C 0.188 -0.054 -1.384
C 1.976 1.364 -2.193
C 1.262 -0.626 -3.466
C 2.050 -0.293 -4.707
O 1.237 0.460 -5.585
H -0.643 2.046 -2.563
H 0.292 1.973 -4.084
H -0.954 0.752 -3.752
H -0.127 0.755 -0.730
H 0.929 -0.664 -0.869
H -0.670 -0.652 -1.683
H 2.422 1.831 -3.066
H 2.698 0.725 -1.688
H 1.620 2.132 -1.511
H 0.358 -1.176 -3.727
H 1.877 -1.253 -2.819
H 2.319 -1.259 -5.146
H 2.982 0.226 -4.465
H 1.775 0.804 -6.307
*
```

Output
**Gap between HOMO and LUMO**: 9.90 eV
**Energy**: -1124.389117 hartree
**LUMO level**: -0.0845 Ha

---

Molecular formula: C12H30HfN2O16S3
Method: DFT, ωB97M-V/def2-TZVPD

Geometry as ORCA input:
```
! wB97M-V def2-TZVPD RIJCOSX def2/J DEFGRID3
* xyz -2 1
Hf 2.107 -0.352 0.597
S 5.716 1.809 -0.058
O 4.349 1.841 -0.628
O 5.286 0.916 1.028
O 6.601 1.143 -0.997
O 6.163 3.058 0.456
S 0.420 -0.304 4.552
O -0.087 -0.408 3.205
O 1.758 -0.519 4.096
O 0.196 0.966 5.203
O -0.121 -1.316 5.448
S 2.648 -1.192 -3.622
O 3.462 -0.180 -4.387
O 1.494 -0.609 -2.847
O 2.271 -2.330 -4.430
O 3.325 -1.604 -2.389
C 1.470 3.889 2.519
O 0.852 3.230 1.468
C 0.142 4.243 0.737
C -0.473 3.596 -0.465
N -1.127 2.368 -0.141
C -2.422 2.443 0.543
C -3.513 3.218 -0.206
O -3.598 2.813 -1.563
C -4.658 3.515 -2.285
H 0.756 4.454 3.119
H 2.174 4.651 2.184
H 1.987 3.189 3.175
H 0.755 5.065 0.367
H -0.714 4.598 1.311
H 0.262 3.615 -1.270
H -1.222 4.269 -0.881
H -1.637 2.136 -0.982
H -2.331 2.713 1.595
H -2.933 1.485 0.633
H -3.275 4.273 -0.068
H -4.453 3.008 0.305
H -4.645 4.604 -2.238
H -5.657 3.133 -2.076
H -4.477 3.372 -3.350
C 3.799 -3.645 1.379
O 2.376 -3.452 1.007
C 1.708 -4.695 0.921
C 0.242 -4.403 0.866
N -0.046 -3.373 -0.192
C -1.548 -3.394 -0.283
C -2.074 -2.721 -1.520
O -3.450 -2.858 -1.648
C -4.024 -2.421 -2.854
H 4.352 -4.070 0.542
H 3.837 -4.245 2.289
H 4.367 -2.820 1.809
H 1.918 -5.321 1.788
H 2.060 -5.202 0.022
H -0.129 -3.989 1.803
H -0.225 -5.373 0.696
H 0.112 -3.790 -1.098
H -1.940 -2.851 0.578
H -1.977 -4.396 -0.283
H -1.574 -3.238 -2.339
H -1.787 -1.674 -1.609
H -4.115 -1.353 -3.052
H -5.104 -2.549 -2.772
H -3.632 -2.968 -3.711
*
```

Output
**Gap between HOMO and LUMO**: 3.24 eV
**Energy**: -3030.571345 hartree
**LUMO level**: 0.0246 Ha